(1)
60
Properties=species:S:1:pos:R:3:forces:R:3:lowdin_spin:R:1 method="wB97M-V/def2-TZVPD" total_charge=+1 molar_mass_g_mol=714.3 orbital_gap_ev="5.027 / 4.002" spin_multiplicity=3 e_homo_ev="-10.31 / -10.30" lumo_energy_ev="-5.28 / -6.30" relative_energy_kj_mol=254.0 total_energy_ha=-2144.422522
W -0.065570 -0.341053 -0.227735 0.8 0.8 2.1 1.48
O 6.680230 0.668447 0.969765 0.8 0.3 1.4 0.00
C 6.322930 0.449947 -0.163535 -2.1 -0.4 -0.1 0.00
O 6.783330 0.392747 -1.280035 1.0 0.0 -1.3 0.00
C 4.707730 0.167447 -0.201635 1.1 0.1 -0.4 0.03
C 4.079030 -0.017653 -1.429335 -0.7 0.0 0.3 0.00
C 2.712330 -0.192453 -1.459135 0.1 0.1 -0.7 0.02
N 1.969230 -0.213653 -0.334535 1.3 0.0 0.0 0.03
C 2.605730 -0.073353 0.865465 0.5 -0.1 0.3 0.02
C 3.973830 0.126947 0.972165 -1.5 -0.1 0.1 0.01
C 1.634830 -0.256753 1.998865 1.7 0.9 1.1 0.01
O 1.798530 0.086647 3.135565 -0.2 -0.5 -0.8 0.00
O 0.520430 -0.823553 1.525065 -1.3 -0.5 -0.2 0.03
H 4.669630 -0.005253 -2.331035 0.2 0.0 -0.1 0.00
H 2.164930 -0.322053 -2.391535 0.1 0.0 0.1 0.00
H 4.454230 0.239847 1.933265 0.1 0.0 0.0 0.00
C 1.190330 3.124647 -1.007935 0.0 -0.5 0.1 0.01
P -0.126370 2.060347 -0.319035 -0.4 2.0 0.1 0.03
C -1.661670 2.530347 -1.172735 0.3 -0.4 -0.1 0.00
C -1.752870 2.063347 -2.487535 0.2 0.2 0.0 0.00
C -2.904870 2.286347 -3.215635 0.0 0.0 -0.1 0.00
C -3.967670 2.969447 -2.640035 0.1 0.0 0.1 0.00
C -3.882170 3.414047 -1.331135 0.0 0.1 0.0 0.00
C -2.733170 3.191347 -0.586735 0.3 -0.1 0.1 0.00
C -0.168670 2.346247 1.471265 -0.2 -0.3 -0.3 0.01
C -1.073870 1.554847 2.195865 -0.1 0.3 -0.1 0.01
C -1.077670 1.619247 3.577065 -0.1 -0.1 0.0 0.00
C -0.169770 2.435047 4.239965 0.0 0.0 -0.1 0.00
C 0.746930 3.185947 3.524765 0.0 0.0 0.0 0.00
C 0.752830 3.147847 2.140365 0.0 0.0 -0.1 0.00
H 0.937230 4.168147 -0.804635 -0.1 -0.1 0.1 0.00
H 1.254830 2.987147 -2.087335 0.0 0.0 0.0 0.00
H 2.150830 2.885647 -0.550535 0.0 0.0 -0.1 0.00
H -0.921070 1.520047 -2.931835 -0.2 0.1 0.0 0.00
H -2.983070 1.916447 -4.226235 0.0 0.0 -0.1 0.00
H -4.861870 3.154547 -3.215335 -0.1 0.0 0.0 0.00
H -4.712770 3.936447 -0.883335 -0.1 0.1 0.0 0.00
H -2.662870 3.522147 0.439365 -0.1 0.1 0.1 0.00
H -1.781170 0.913247 1.659965 0.0 0.2 0.3 0.01
H -1.766870 1.017247 4.147265 -0.1 -0.1 0.0 0.00
H -0.167370 2.475647 5.318165 0.0 0.0 0.1 0.00
H 1.471030 3.789147 4.048165 0.1 0.1 0.0 0.00
H 1.483030 3.725647 1.594765 0.1 0.1 0.0 0.00
O -2.203570 -0.438753 -0.622935 0.3 -0.4 0.1 0.08
C -1.532270 -1.295953 -1.293635 -2.2 -1.6 -1.0 0.05
O -0.587870 -0.803653 -2.078535 0.6 -0.3 -0.4 0.08
C -1.456470 -2.722553 -0.946235 0.4 0.2 -0.3 0.01
C -0.150370 -3.247953 -0.907435 0.0 -0.1 -0.5 0.03
C 0.082830 -4.558053 -0.490835 0.0 -0.1 0.2 0.00
C -1.019170 -5.317853 -0.169235 -0.1 0.2 -0.1 0.02
O -1.069770 -6.611053 0.195165 0.5 0.6 -0.1 0.01
C -2.442270 -6.957253 0.250565 -0.6 -1.3 0.1 0.00
O -3.201870 -5.768753 0.106865 0.0 0.6 0.0 0.00
C -2.327470 -4.793753 -0.220435 0.2 0.2 -0.2 0.00
C -2.572570 -3.488953 -0.572835 -0.1 -0.4 0.4 0.00
H 0.688830 -2.680353 -1.323835 -0.3 -0.2 0.2 0.00
H 1.074730 -4.975353 -0.451435 0.1 0.0 0.0 0.00
H -2.665170 -7.438353 1.211765 0.1 0.3 -0.2 0.00
H -2.671170 -7.649253 -0.578735 0.1 0.3 0.2 0.00
H -3.568970 -3.078953 -0.586835 -0.1 0.0 0.0 0.00

(2)
63
Properties=species:S:1:pos:R:3:forces:R:3:nbo_charge:R:1 method="wB97M-V/def2-TZVPD" total_charge=+1 molar_mass_g_mol=968.7 orbital_gap_ev=6.543 e_homo_ev=-10.46 lumo_energy_ev=-3.91 relative_energy_kj_mol=302.6 total_energy_ha=-5960.804592
Ir 0.773743 -1.321379 -0.045858 0.1 0.0 -0.1 0.93
C -2.289669 5.483456 -1.818768 0.0 0.0 0.0 -0.63
C -1.588751 4.274080 -1.281350 0.0 0.0 0.0 -0.06
C -2.186351 2.964798 -1.587525 0.0 0.0 0.0 -0.20
C -1.716386 1.738840 -0.956866 0.0 0.0 0.0 -0.25
C -0.502946 1.761801 -0.050861 0.0 0.0 0.0 -0.37
C 0.259026 3.105984 -0.071468 0.0 0.0 0.0 -0.37
C -0.503898 4.311968 -0.514157 0.0 0.0 0.0 -0.08
S -1.886586 -0.153489 1.654789 0.0 0.0 0.0 1.49
O -3.124437 0.191359 0.901347 0.0 0.0 0.0 -1.01
O 0.233682 -0.127755 2.978401 0.0 0.0 0.0 -0.76
N -1.036156 -1.309501 0.651338 -0.1 0.0 0.1 -0.81
C -1.834996 -2.431734 0.335647 0.0 0.0 0.0 0.11
C -3.066267 -2.762999 0.849352 0.0 0.0 0.0 -0.19
C -3.732709 -3.928634 0.411065 0.0 0.0 0.0 -0.17
C -3.203074 -4.746353 -0.543648 0.0 0.0 0.0 -0.19
C -1.934920 -4.438717 -1.090339 0.0 0.0 0.0 -0.09
C -1.298378 -5.203661 -2.086837 0.0 0.0 0.0 -0.09
C -0.072721 -4.818683 -2.559726 0.0 0.0 0.0 -0.26
C 0.543341 -3.686269 -2.015852 0.0 0.0 0.0 0.08
N -0.008213 -2.968851 -1.055500 0.0 0.0 0.0 -0.45
C -1.257575 -3.302522 -0.617121 0.0 0.0 0.0 0.20
H -2.340530 5.448617 -2.909452 0.0 0.0 0.0 0.23
H -1.772321 6.395439 -1.528740 0.0 0.0 0.0 0.23
H -3.314897 5.537208 -1.446550 0.0 0.0 0.0 0.23
H -3.223128 2.976548 -1.907964 0.0 0.0 0.0 0.26
H -2.453772 0.979115 -0.728229 0.0 0.0 0.0 0.32
H 0.670502 3.293020 0.917392 0.0 0.0 0.0 0.27
H -0.075174 5.269345 -0.240260 0.0 0.0 0.0 0.22
H -3.556934 -2.133040 1.574985 0.0 0.0 0.0 0.25
H -4.698162 -4.157889 0.841078 0.0 0.0 0.0 0.23
H -3.731016 -5.626032 -0.886470 0.0 0.0 0.0 0.23
H -1.791934 -6.084617 -2.477884 0.0 0.0 0.0 0.23
H 0.432099 -5.369583 -3.339717 0.0 0.0 0.0 0.24
H 1.501501 -3.349011 -2.387014 0.0 0.0 0.0 0.22
Br -1.830992 4.666599 3.777604 0.0 0.0 0.0 0.09
C -0.911038 3.213955 2.994867 0.0 0.0 0.0 -0.06
C -1.529730 2.424830 2.120118 0.0 0.0 0.0 -0.30
C -0.779131 1.332315 1.412789 0.0 0.0 0.0 -0.15
C 0.489209 0.868801 2.201756 0.0 0.0 0.0 0.39
C 1.174968 1.979713 2.963108 0.0 -0.1 0.0 -0.20
C 0.479218 3.028542 3.403010 0.0 0.0 0.0 -0.27
N 1.474529 0.233205 1.077049 0.0 0.0 0.0 -0.43
C 2.736587 0.362930 1.135910 0.0 0.0 0.0 0.08
C 3.550499 -0.695031 0.543646 0.0 0.0 0.0 0.23
C 4.931772 -0.739225 0.608536 0.0 0.0 0.0 -0.21
C 5.588972 -1.867592 0.149060 0.0 0.0 0.0 -0.14
C 4.838238 -2.924470 -0.339193 0.0 0.0 0.0 -0.22
C 3.461079 -2.808079 -0.385416 0.0 0.0 0.0 0.06
N 2.826343 -1.709610 0.026148 0.0 0.0 0.0 -0.42
H -2.567866 2.580719 1.851515 0.0 0.0 0.0 0.25
H 0.159397 1.004145 -0.450394 0.0 0.0 0.0 0.31
H 2.159597 1.775199 3.362976 0.0 0.0 0.0 0.22
H 0.898434 3.728317 4.112856 0.0 0.0 0.0 0.24
H 3.213632 1.160432 1.695124 0.0 0.0 0.0 0.21
H 5.471943 0.096416 1.031770 0.0 0.0 0.0 0.24
H 6.667649 -1.929920 0.189358 0.0 0.0 0.0 0.24
H 5.305668 -3.836128 -0.681820 0.0 0.0 0.0 0.24
H 2.842458 -3.615165 -0.747002 0.0 0.0 0.0 0.22
S -1.347261 1.729699 -2.786949 0.0 0.0 0.0 0.14
Sb 1.251491 1.640350 -2.945109 0.0 0.0 0.0 1.00
S 1.796300 3.065002 -1.104725 0.0 0.0 0.0 -0.18
S 1.436041 -0.576808 -2.183833 0.0 0.0 0.0 -0.57

(3)
59
Properties=species:S:1:pos:R:3:forces:R:3:nbo_charge:R:1 method="wB97M-V/def2-TZVPD" molar_mass_g_mol=560.4 orbital_gap_ev=4.591 e_homo_ev=-6.01 lumo_energy_ev=-1.42 total_energy_ha=-4194.493526
C 3.342976 -1.811364 3.221022 -0.3 -0.1 0.1 -0.63
C 3.711667 -1.198472 1.910416 -0.2 0.3 -0.1 -0.07
O 2.517883 -0.590615 1.313510 0.6 -0.1 0.4 -0.54
C 2.888460 -0.072934 0.129387 0.4 0.1 -1.1 0.91
O 4.018936 -0.238925 -0.314251 -1.4 0.3 0.2 -0.64
N 1.876548 0.617827 -0.508653 0.7 -1.3 1.4 -0.45
C 2.248691 1.564750 -1.498631 0.2 1.8 -0.5 0.11
C 3.516621 1.950299 -1.926071 0.3 -0.4 -0.1 -0.23
C 3.676287 3.162042 -2.606936 -1.1 0.1 -0.2 -0.24
C 2.544863 3.869911 -3.054212 -0.2 -0.3 0.2 -0.24
C 1.263788 3.414142 -2.739883 1.0 -1.2 0.7 -0.12
Br -0.251472 3.955535 -3.670230 -0.4 0.6 -0.2 0.08
C 1.144258 2.375289 -1.795151 0.9 -1.1 0.2 0.02
C 0.096706 1.929896 -0.936066 -2.5 1.9 0.6 -0.17
N -0.714607 3.013757 -0.477258 0.7 0.0 0.0 0.48
O -0.333794 4.195349 -0.669670 -1.0 -1.3 0.2 -0.46
O -1.779776 2.769104 0.148410 0.5 0.1 0.2 -0.56
C 0.524597 0.885447 0.094731 0.5 2.4 -1.3 -0.05
H 4.257256 -2.144925 3.721326 -0.2 0.0 0.0 0.23
H 2.807635 -1.092719 3.853123 0.2 -0.2 0.0 0.21
H 2.689902 -2.669844 3.044281 0.1 0.0 0.2 0.20
H 4.447349 -0.397022 1.999862 0.0 -0.2 0.2 0.20
H 4.107884 -1.914494 1.189420 0.0 -0.1 0.2 0.21
H 4.349757 1.288365 -1.749235 0.1 0.4 0.2 0.25
H 4.653909 3.567539 -2.820873 0.1 -0.2 -0.1 0.21
H 2.613742 4.775547 -3.646227 0.2 -0.2 -0.1 0.22
H 0.534014 1.319849 1.094114 0.8 0.7 0.3 0.19
C 2.202526 -4.645318 -0.840941 -0.8 -0.1 0.1 -0.18
C 1.443481 -4.318626 -1.993530 0.7 -0.1 0.5 -0.22
C 0.626689 -3.193317 -1.987030 0.3 -0.3 0.3 -0.17
C 0.501789 -2.470352 -0.794912 -0.1 -0.1 0.4 -0.11
C -0.205098 -1.159664 -0.894022 0.1 -0.7 -0.4 0.61
C -0.345489 -0.342210 0.392223 -1.1 0.5 -0.9 -0.15
N -1.769263 0.118979 0.784427 -0.5 -0.9 -1.5 -0.27
C -2.781539 0.167143 -0.118367 0.8 -0.4 1.0 0.19
C -4.099328 0.471112 0.299943 -0.4 0.6 0.1 -0.03
C -4.368904 0.813999 1.668783 0.0 -0.1 -1.3 -0.02
C -5.691422 1.139667 2.057192 -0.4 0.0 -0.4 -0.19
C -6.738894 1.106407 1.136789 0.9 0.5 0.6 -0.15
C -6.482797 0.852549 -0.229092 1.0 -0.4 0.1 -0.21
C -5.175739 0.553372 -0.627346 -1.2 0.0 -0.2 -0.16
C -3.259158 0.822088 2.527618 0.4 0.1 0.0 -0.18
C -2.022308 0.468688 2.086304 0.6 -0.6 0.2 0.05
O -0.430244 -0.682255 -1.990801 -0.7 -0.3 0.9 -0.52
C 1.083834 -2.921237 0.413324 -0.8 0.1 -1.1 -0.19
C 1.976919 -3.978825 0.373870 0.0 0.2 -0.3 -0.22
H 2.863148 -5.511470 -0.830307 0.0 0.3 -0.2 0.22
H 1.557218 -4.919586 -2.900187 0.0 0.2 0.3 0.22
H 0.074907 -2.862854 -2.873957 0.4 -0.1 0.4 0.24
H 0.079826 -0.779762 1.289963 -0.3 -0.3 -0.2 0.24
H -2.555419 -0.163313 -1.135246 0.1 0.4 0.3 0.26
H -5.847124 1.473888 3.084579 -0.1 -0.2 -0.3 0.22
H -7.743730 1.389713 1.457656 0.3 -0.2 -0.1 0.23
H -7.324544 0.906915 -0.929430 0.6 -0.1 0.1 0.23
H -5.000498 0.393252 -1.687725 0.2 -0.1 0.2 0.23
H -3.394235 1.136250 3.545747 0.1 -0.1 0.3 0.24
H -1.181489 0.282835 2.761336 -0.3 0.5 -0.2 0.23
H 0.759844 -2.461544 1.343383 0.6 -0.2 -0.2 0.21
H 2.492962 -4.209859 1.303501 0.0 -0.4 -0.3 0.22